{"formula": "C6H8N", "method": "the ωB97M-V functional and the def2-TZVPD basis", "species": ["C", "C", "C", "C", "C", "C", "N", "H", "H", "H", "H", "H", "H", "H", "H"], "xyz": [[-1.78022, 0.36658, -0.65941], [-1.14922, 1.53129, -0.17738], [-0.04155, -1.39710, 0.13271], [-0.39131, -0.39158, -0.88492], [0.66009, -0.28778, 0.98724], [0.04914, 0.64507, 0.01935], [1.91679, 0.21752, 0.49162], [-2.78743, 0.16290, -0.99444], [-1.49487, 2.62240, -0.14059], [-0.86909, -1.63808, 0.74783], [0.70820, -2.14440, -0.19232], [-0.11861, -0.38520, -1.99240], [0.44897, -0.19308, 2.05992], [2.32975, 1.09552, 0.82470], [2.51935, -0.20405, -0.22191]], "forces_ev_per_angstrom": [[3.391, 3.026, -0.152], [-1.470, -0.630, -1.293], [3.244, -1.365, 0.643], [-1.796, 0.571, -2.994], [-1.415, 1.017, 0.523], [-1.070, 1.657, 0.631], [1.250, 1.068, -1.311], [-0.094, -0.284, 0.468], [0.783, -1.896, 0.650], [-0.759, -1.297, 0.218], [-1.070, -0.345, 0.474], [-0.260, -0.273, 1.691], [0.582, -0.309, -0.309], [-0.662, -0.603, 0.196], [-0.655, -0.336, 0.565]], "e_homo_ha": [-0.5260, -0.5260], "multiplicity": 1, "molar_mass_g_mol": 94.137, "homo_lumo_gap_ev": [9.48, 9.48], "total_charge": 1, "relative_energy_kcal_mol": 145.5, "e_tot_ev": -7829.3790}

---

{"formula": "C27H50GdP2", "method": "the ωB97M-V functional and the def2-TZVPD basis", "species": ["Gd", "C", "C", "C", "C", "C", "C", "H", "H", "H", "C", "H", "H", "H", "C", "H", "H", "H", "C", "H", "H", "H", "C", "H", "H", "H", "C", "C", "C", "C", "C", "C", "C", "C", "H", "H", "H", "H", "H", "H", "H", "H", "H", "H", "H", "H", "P", "C", "C", "P", "C", "C", "C", "H", "H", "H", "H", "H", "H", "H", "H", "H", "H", "H", "H", "H", "H", "C", "C", "C", "C", "H", "H", "H", "H", "H", "H", "H", "H", "H"], "xyz": [[0.39557, -1.08981, 0.81006], [-0.92901, 2.63260, -1.75272], [-1.21506, 1.37867, -2.35579], [-3.07413, 2.05588, -1.18042], [-2.06049, 3.03592, -1.00358], [-2.53815, 1.01403, -1.97644], [0.28711, 3.45283, -1.95066], [1.10811, 2.86208, -2.36367], [0.61105, 3.90463, -1.00161], [0.10681, 4.28229, -2.65569], [-2.17474, 4.26267, -0.19339], [-1.34885, 4.94769, -0.41342], [-2.14634, 4.03870, 0.88438], [-3.11640, 4.79053, -0.39450], [-4.45774, 2.12725, -0.66273], [-4.84249, 3.15648, -0.70205], [-4.52732, 1.78222, 0.37883], [-5.11705, 1.49382, -1.26670], [-3.25828, -0.19929, -2.41165], [-3.74489, -0.06417, -3.39233], [-4.04405, -0.45715, -1.69042], [-2.57742, -1.05630, -2.49506], [-0.36361, 0.62858, -3.29870], [-0.68105, 0.77840, -4.34558], [-0.40088, -0.45265, -3.10031], [0.68313, 0.94944, -3.23554], [2.65520, -1.01261, 1.62183], [3.87149, -0.87862, 0.66371], [4.14926, -1.85489, -0.48187], [3.00811, -2.69062, -1.07796], [1.53751, -2.06149, -1.04665], [0.60034, -3.01911, -0.26250], [1.02596, -3.29076, 1.24652], [2.20927, -2.53752, 1.90710], [4.91353, -2.55840, -0.09330], [2.94190, -3.67153, -0.60507], [4.68450, -1.35293, -1.30164], [3.12205, -3.11881, 1.73637], [3.01288, -0.78439, 2.64415], [4.79604, -0.78351, 1.26582], [2.04999, -2.62377, 2.99649], [0.14277, -3.19079, 1.92370], [0.64887, -3.95594, -0.81557], [1.24117, -4.36336, 1.29496], [3.24013, -2.95137, -2.12727], [1.18582, -2.00262, -2.09497], [3.55845, 0.95804, 0.35744], [3.97035, 2.39229, 1.34130], [3.21498, 1.19133, -1.38126], [-1.58200, -3.08900, -0.33266], [2.02940, 0.34640, 1.14982], [-1.78215, -3.94684, -1.91528], [-2.02170, -4.40000, 0.85537], [3.05172, 2.72760, 1.83210], [4.33799, 3.20501, 0.69885], [4.70264, 2.16544, 2.11696], [3.22831, 0.26710, -1.96512], [3.97608, 1.85770, -1.80597], [2.22978, 1.64780, -1.49581], [-1.14967, -4.73336, 1.44148], [-2.46623, -5.27558, 0.35757], [-2.76282, -4.00605, 1.57485], [1.44652, 0.88280, 1.93368], [1.69838, -0.97823, -0.77152], [-2.81013, -3.77858, -2.28042], [-1.61762, -5.02083, -1.76825], [-1.05537, -3.53115, -2.62577], [-2.79437, 2.18894, 2.72583], [-1.38689, 1.64652, 2.47623], [-0.58180, 1.61794, 3.77638], [-1.50032, 0.25784, 1.84546], [-3.38512, 1.46072, 3.29539], [-3.32287, 2.37401, 1.78674], [-2.79275, 3.12325, 3.29443], [-0.87679, 2.32163, 1.75892], [-1.03479, 0.92879, 4.49737], [0.45427, 1.30195, 3.62413], [-0.55675, 2.61063, 4.23647], [-1.70349, -0.50162, 2.61437], [-2.32586, 0.23525, 1.12678]], "forces_ev_per_angstrom": [[-7.238, 5.785, 2.114], [-0.674, -0.428, 0.499], [-0.335, 0.105, 1.256], [1.236, -0.339, -0.457], [0.135, -1.026, -0.912], [0.298, 0.949, 0.541], [0.159, 0.532, -0.048], [0.051, 0.141, -0.089], [0.178, -0.003, -0.167], [0.206, -0.121, 0.147], [-0.027, 0.481, 0.286], [-0.164, 0.054, 0.096], [-0.027, 0.253, -0.106], [0.144, 0.033, 0.118], [-0.410, -0.045, 0.185], [-0.017, -0.239, 0.065], [-0.269, 0.045, -0.115], [-0.068, 0.160, 0.160], [-0.466, -0.283, -0.286], [0.049, -0.209, 0.135], [0.076, -0.128, -0.147], [-0.089, -0.078, -0.071], [0.204, -0.150, -0.658], [0.199, -0.172, 0.122], [0.045, -0.043, -0.183], [0.020, -0.091, -0.093], [2.982, 0.676, 1.716], [2.235, 0.795, 1.065], [0.818, -0.371, -0.187], [-1.004, -0.068, -0.538], [1.742, -1.021, -2.262], [-0.788, -2.969, -0.624], [-0.093, -1.841, -0.114], [0.321, -0.104, 0.211], [-0.437, 0.219, -0.235], [0.109, 0.124, 0.245], [-0.228, 0.131, 0.304], [-0.097, 0.275, -0.162], [0.198, -0.356, -0.461], [-0.259, -0.838, -0.086], [-0.081, 0.166, -0.462], [0.248, -0.053, -0.398], [0.414, -0.024, 0.104], [0.105, 0.261, 0.204], [0.015, 0.351, 0.460], [-0.032, 0.019, 0.497], [-4.640, -2.404, 0.331], [1.055, 0.818, -0.231], [0.757, 1.065, -0.525], [0.973, 1.497, -0.066], [0.707, 0.660, -0.162], [0.168, -0.163, -0.183], [0.093, -0.476, 0.686], [0.046, -0.229, -0.250], [0.107, -0.221, 0.260], [0.075, 0.020, -0.087], [0.091, -0.021, 0.398], [-0.224, -0.027, -0.192], [0.039, 0.119, 0.148], [-0.407, -0.071, -0.196], [0.250, 0.297, 0.095], [0.374, -0.080, -0.361], [0.500, 0.025, -0.599], [-0.058, -0.708, -0.553], [0.472, 0.017, 0.091], [0.030, 0.184, -0.276], [-0.383, -0.137, -0.061], [-0.295, -0.002, 0.052], [0.470, -0.040, -0.286], [-0.196, 0.159, 0.027], [0.284, -0.337, 0.051], [0.092, 0.056, -0.006], [0.209, -0.068, 0.162], [0.131, -0.010, -0.043], [-0.251, -0.209, 0.218], [0.009, 0.040, -0.036], [0.049, -0.046, 0.014], [0.038, -0.114, -0.016], [-0.241, -0.010, 0.226], [0.290, -0.138, -0.299]], "e_homo_ha": [-0.2586, -0.2558], "multiplicity": 8, "molar_mass_g_mol": 593.895, "homo_lumo_gap_ev": [3.60, 3.52], "total_charge": 1, "relative_energy_kcal_mol": 208.0, "e_tot_ev": -68206.3032}

---

{"formula": "C11H10N2", "method": "the ωB97M-V functional and the def2-TZVPD basis", "species": ["C", "C", "C", "C", "C", "C", "C", "C", "C", "C", "N", "N", "C", "H", "H", "H", "H", "H", "H", "H", "H", "H", "H"], "xyz": [[-4.56829, -0.06380, -0.08146], [-3.06140, -0.07805, -0.00042], [-2.34076, 1.14172, -0.06411], [-0.99232, 1.23888, -0.09406], [-0.26720, 0.09347, 0.10500], [1.20060, 0.06596, -0.06518], [1.79711, -1.17610, -0.04584], [3.25381, -1.16706, -0.19112], [3.99918, -0.02737, -0.08718], [3.19853, 1.08490, 0.19277], [1.86794, 1.15991, 0.05094], [-0.91201, -1.04357, 0.07538], [-2.14518, -1.24552, 0.14994], [-5.02088, -0.75073, -0.77670], [-5.04672, -0.36003, 0.93118], [-4.93225, 0.95073, -0.33477], [-2.74143, 2.22748, -0.04488], [-0.49990, 2.20045, -0.16636], [1.02878, -1.92405, 0.17977], [3.68716, -2.16236, -0.15155], [5.09684, 0.05121, 0.05009], [3.79028, 2.02348, 0.26356], [-2.49791, -2.27270, 0.25548]], "forces_ev_per_angstrom": [[-0.702, 0.065, 2.069], [1.776, -0.246, 0.328], [-2.591, 1.632, -0.008], [1.688, 0.240, 1.027], [-0.126, 1.206, -2.494], [-0.767, -2.336, 1.303], [2.274, 0.843, -0.493], [-2.678, -2.881, 0.998], [-0.767, 0.692, 1.206], [0.982, 1.629, -1.988], [2.215, 2.660, 0.747], [3.756, -2.245, 1.254], [-5.184, 2.402, -0.751], [0.225, -0.359, -0.489], [0.805, 0.575, -1.412], [0.253, -0.535, 0.198], [-0.593, -2.257, -0.351], [-0.002, -0.066, 0.033], [1.209, -0.731, -0.600], [0.362, 0.147, -0.351], [-0.935, -0.350, -0.470], [-0.990, -0.291, 0.415], [-0.212, 0.206, -0.170]], "e_homo_ha": -0.3131, "multiplicity": 1, "molar_mass_g_mol": 170.215, "homo_lumo_gap_ev": 8.98, "total_charge": 0, "relative_energy_kcal_mol": 44.8, "e_tot_ev": -14547.6319, "smiles": "Cc1ccc(-c2ccccn2)nc1"}

---

{"formula": "C6H7N3O4", "method": "the ωB97M-V functional and the def2-TZVPD basis", "species": ["C", "C", "C", "C", "C", "C", "N", "N", "N", "O", "O", "O", "O", "H", "H", "H", "H", "H", "H", "H"], "xyz": [[0.99182, -1.65569, 0.33353], [2.10352, -2.39405, -0.09625], [-2.51256, 0.25722, -0.09443], [2.58422, -0.37996, -0.06722], [-3.22701, 0.80159, -1.32223], [-1.05077, 1.24882, 1.53261], [1.36315, -0.35203, 0.39653], [3.09423, -1.60307, -0.36086], [3.30960, 0.81926, -0.18511], [4.50010, 0.83829, -0.51664], [-2.56552, -0.76931, 0.49323], [2.67526, 1.81670, 0.13994], [-1.62978, 1.25560, 0.34900], [0.01635, -1.84932, 0.60088], [2.28478, -3.50493, -0.22778], [-3.99200, 0.08217, -1.78713], [-2.62010, 1.04957, -2.22703], [-3.61707, 1.71178, -1.16317], [-0.46369, 2.04458, 1.94826], [-1.24451, 0.58279, 2.25388]], "forces_ev_per_angstrom": [[0.386, 3.298, 0.598], [2.147, -3.380, -1.093], [1.506, 1.886, -0.115], [-0.278, -1.340, 0.157], [0.541, -4.151, -2.491], [1.145, 1.414, 0.156], [-1.581, -0.562, 0.004], [1.231, -0.220, -0.492], [1.842, 2.842, 0.250], [-1.537, -0.759, 0.169], [-0.666, -1.023, -0.050], [0.395, -0.345, -0.376], [-1.024, 0.662, -1.775], [-1.906, -1.047, 0.493], [-0.721, 1.503, 0.258], [0.937, 0.952, 1.309], [0.544, -0.610, 1.021], [-1.868, 3.116, 1.214], [0.145, 0.820, -1.178], [-1.237, -3.058, 1.941]], "e_homo_ha": [-0.3990, -0.2704], "multiplicity": 1, "molar_mass_g_mol": 185.139, "homo_lumo_gap_ev": [10.16, 3.77], "total_charge": 0, "relative_energy_kcal_mol": 193.2, "e_tot_ev": -18987.8595}

---

{"formula": "C5H15N2O", "method": "the ωB97M-V functional and the def2-TZVPD basis", "species": ["C", "C", "C", "C", "C", "N", "N", "O", "H", "H", "H", "H", "H", "H", "H", "H", "H", "H", "H", "H", "H", "H", "H"], "xyz": [[2.02956, -1.00562, 0.71505], [0.05139, 1.34706, 1.25476], [-2.11967, 1.23483, 0.05697], [0.64848, -1.51520, 0.16943], [-0.61410, -0.69416, 0.05308], [0.49531, 0.13645, -1.94911], [-0.87341, 0.43042, 0.70468], [-1.66087, -1.28498, -0.52280], [2.83295, -1.60627, 0.25898], [1.96758, -0.00172, 0.28187], [2.22057, -0.85174, 1.79194], [0.73624, 0.69550, 1.70281], [0.57736, 2.03215, 0.44801], [-0.17109, 2.03280, 2.02865], [-3.05078, 1.02329, 0.43190], [-1.88951, 2.33345, 0.08309], [-2.05673, 0.78320, -0.97246], [0.27291, -2.06283, 1.12963], [0.82909, -2.16712, -0.70160], [0.92161, -0.30885, -2.74271], [0.99347, 0.97317, -1.71506], [-0.50538, 0.70056, -1.73411], [-1.63500, -2.22440, -0.77300]], "forces_ev_per_angstrom": [[-0.670, 1.496, -1.545], [3.169, 0.785, -1.946], [3.882, -0.671, -1.756], [-0.598, -1.695, 3.973], [1.231, -1.063, 0.543], [-3.082, 3.208, 2.903], [-4.418, 1.529, -2.419], [-0.005, 1.130, 0.452], [-0.375, 0.415, 0.271], [1.443, -0.060, -0.032], [-0.634, -0.637, -0.450], [1.759, -0.238, 0.659], [-0.926, -1.544, 1.302], [-1.740, 0.352, 0.700], [-1.934, -0.705, 1.371], [-0.057, -1.276, 0.038], [-0.826, 1.269, 0.765], [0.407, -0.498, -1.746], [-0.674, 0.295, 0.634], [-1.191, 0.292, -0.942], [1.464, 0.086, -0.120], [2.921, -2.825, -2.830], [0.855, 0.353, 0.177]], "e_homo_ha": -0.5174, "multiplicity": 1, "molar_mass_g_mol": 119.188, "homo_lumo_gap_ev": 10.78, "total_charge": 1, "relative_energy_kcal_mol": 95.9, "e_tot_ev": -10446.4017}

---

{"formula": "C4H7NO", "method": "the ωB97M-V functional and the def2-TZVPD basis", "species": ["O", "C", "C", "N", "C", "C", "H", "H", "H", "H", "H", "H", "H"], "xyz": [[-2.81758, 0.64784, 0.69346], [-1.97450, -0.20900, 0.54868], [-0.55339, 0.21198, 0.82177], [0.51846, -0.56549, 0.21140], [0.80179, -0.41504, -1.20766], [1.71241, 0.16347, -0.19216], [-2.25434, -1.22059, 0.20614], [-0.37844, 0.19209, 1.90264], [-0.76303, 1.28147, 0.60846], [0.17629, 0.26462, -1.78123], [1.09667, -1.32485, -1.73150], [2.67468, -0.30521, 0.01367], [1.69182, 1.24444, -0.06736]], "forces_ev_per_angstrom": [[-0.250, -0.677, -0.105], [-0.395, 0.272, 0.135], [-0.183, 0.165, 0.152], [-0.261, 0.113, 0.107], [-0.168, 0.053, -0.245], [0.124, 0.186, 0.082], [0.214, -0.053, 0.085], [-0.172, -0.154, 0.005], [1.434, -0.026, -0.420], [0.098, 0.011, 0.033], [-0.163, 0.192, 0.183], [-0.293, 0.041, 0.017], [0.016, -0.121, -0.028]], "e_homo_ha": -0.3515, "multiplicity": 1, "molar_mass_g_mol": 85.106, "homo_lumo_gap_ev": 10.68, "total_charge": 0, "relative_energy_kcal_mol": 63.0, "e_tot_ev": -7796.9142, "smiles": "O=CCN1CC1"}